Density functional theory data (ωB97M-V/def2-TZVPD) for C33H56N2O10S as an isolated structure in a non-equilibrium geometry.

The geometry in XYZ format:
```
102
Properties=species:S:1:pos:R:3:forces:R:3:lowdin_charge:R:1
O 5.174114 -1.786948 5.674396 0.25 -0.01 -0.85 0.089
C 4.964437 -1.220809 4.638307 -0.48 -0.17 0.56 -0.336
O 5.698348 -1.379324 3.503195 -0.17 0.51 0.64 -0.015
C 5.611975 -0.261742 2.619521 -0.38 0.98 -2.05 -0.180
C 4.678850 -0.544481 1.370391 -0.28 -0.27 1.64 -0.095
C 3.261396 -0.713174 1.950127 1.46 0.17 -1.23 -0.202
C 2.707450 -1.949901 2.074621 -0.88 0.44 0.44 -0.009
C 1.375368 -2.099550 2.664478 1.19 0.06 -0.30 -0.040
C 0.715754 -0.981480 3.070541 -1.16 -0.16 0.49 -0.033
C 1.261787 0.338426 2.950221 1.15 0.36 -0.55 -0.344
N 0.733032 1.526199 3.298173 0.95 -0.27 -0.41 -0.228
S 1.865326 2.631168 2.925982 0.13 0.18 0.02 0.971
N 3.101641 1.731811 2.306958 -2.13 -0.22 0.69 -0.203
C 2.591404 0.493595 2.376140 -0.21 -1.69 0.02 -0.353
H 4.082901 -0.540558 4.548684 0.58 -0.06 -0.28 0.148
H 5.212374 0.638130 3.115594 0.20 -0.44 0.11 0.105
H 6.595638 0.018545 2.208275 -0.15 -0.52 0.56 0.110
H 4.705173 0.295969 0.659320 0.23 -0.28 0.40 0.101
H 5.039917 -1.462189 0.879377 -0.27 0.34 0.10 0.120
H 3.299836 -2.802122 1.728670 -0.44 0.17 0.19 0.123
H 0.960099 -3.113924 2.783348 0.07 0.75 -0.13 0.096
H -0.277551 -1.088470 3.515903 0.30 0.13 -0.14 0.115
C 8.535422 1.987840 -1.658535 0.06 -0.58 0.10 -0.028
C 7.512270 1.861562 -0.559799 0.02 -0.10 0.01 -0.482
O 7.249615 0.790101 -0.058608 0.01 0.04 -0.02 0.059
C 6.824618 3.125316 -0.106206 -0.21 -0.23 0.30 -0.012
H 8.946101 1.003424 -1.881354 -0.06 -0.01 0.07 0.083
H 8.068174 2.385548 -2.557984 0.12 0.21 0.05 0.072
H 9.344774 2.643185 -1.339943 -0.11 0.19 -0.17 0.083
H 6.282297 3.573566 -0.939996 0.17 0.16 -0.02 0.067
H 7.560392 3.831527 0.279923 -0.02 0.12 -0.22 0.091
H 6.115520 2.886007 0.686700 0.02 -0.03 -0.04 0.076
C 6.646308 6.166198 -2.994825 0.03 -0.14 0.28 -0.015
C 7.951473 5.462126 -3.273769 0.09 -0.02 0.09 -0.489
O 8.516272 4.819108 -2.418034 -0.04 0.22 -0.09 0.051
C 8.522516 5.593194 -4.663390 0.22 -0.18 0.11 -0.018
H 6.353323 5.988226 -1.961176 0.03 0.01 -0.03 0.078
H 6.762423 7.240369 -3.146506 -0.11 -0.02 -0.16 0.089
H 5.865831 5.779802 -3.652969 0.02 0.18 -0.11 0.073
H 8.720283 6.642570 -4.887626 -0.16 0.00 -0.12 0.087
H 7.823843 5.181763 -5.394064 -0.04 0.19 -0.05 0.085
H 9.458128 5.039743 -4.722578 -0.03 0.01 0.02 0.084
C -2.471344 -5.697521 1.165958 0.09 -0.15 0.31 -0.020
C -1.270934 -4.789835 1.088174 0.19 0.13 -0.09 -0.486
O -0.354644 -4.878847 1.878245 -0.06 -0.13 0.14 0.046
C -1.248784 -3.761994 -0.008547 0.24 -0.16 0.26 -0.036
H -2.351601 -6.385162 2.002454 0.03 0.02 -0.03 0.079
H -3.373363 -5.103275 1.323254 -0.01 0.02 -0.20 0.074
H -2.560760 -6.276540 0.244930 -0.13 0.12 -0.05 0.083
H -2.095988 -3.087972 0.101638 -0.07 -0.11 -0.12 0.053
H -1.282511 -4.254134 -0.983305 -0.18 0.05 -0.02 0.089
H -0.330405 -3.182370 0.059080 -0.04 -0.02 0.00 0.074
C -5.981968 -1.126170 1.644456 0.22 -0.46 0.08 -0.017
C -4.540181 -1.313557 1.255014 -0.01 -0.09 0.09 -0.484
O -3.989522 -2.389646 1.357706 -0.02 -0.03 0.00 0.053
C -3.803572 -0.106841 0.729991 0.33 -0.23 -0.01 -0.011
H -6.385681 -2.072627 2.003103 0.02 0.02 -0.01 0.076
H -6.058316 -0.387004 2.443303 -0.12 0.17 -0.18 0.093
H -6.561424 -0.805411 0.782138 -0.03 0.24 0.14 0.059
H -3.786472 0.677543 1.488721 -0.16 0.09 -0.10 0.087
H -4.290277 0.261079 -0.175037 -0.08 0.15 0.11 0.087
H -2.778166 -0.384883 0.488349 -0.04 -0.01 -0.02 0.065
C -10.504388 -0.364751 -0.210670 0.15 -0.14 0.26 -0.017
C -9.299643 0.538603 -0.288128 0.03 -0.04 0.10 -0.492
O -8.389743 0.441347 0.503405 -0.10 0.13 -0.11 0.056
C -9.276111 1.567244 -1.391875 0.28 0.08 0.11 -0.023
H -10.386957 -1.051383 0.626562 0.02 0.04 -0.02 0.082
H -11.406305 0.229468 -0.054286 -0.04 -0.03 -0.19 0.086
H -10.595363 -0.944393 -1.130979 -0.15 0.12 -0.05 0.086
H -10.124226 2.245733 -1.287037 -0.08 -0.09 -0.15 0.085
H -9.313472 1.072044 -2.363649 -0.19 0.06 -0.01 0.084
H -8.355213 2.144628 -1.327539 -0.03 -0.03 0.02 0.081
C -2.371686 -1.965477 -3.510274 -0.11 -0.13 0.29 -0.017
C -1.361351 -1.221594 -2.670754 0.13 0.07 0.11 -0.485
O -1.309726 -1.368243 -1.470913 -0.10 0.22 -0.18 0.048
C -0.417613 -0.288720 -3.385823 0.05 -0.04 0.28 -0.027
H -2.981427 -2.597575 -2.865762 0.03 0.03 0.00 0.080
H -3.022627 -1.256775 -4.025036 0.10 -0.04 -0.17 0.084
H -1.859068 -2.596547 -4.238314 -0.05 0.13 -0.14 0.085
H -0.980391 0.495003 -3.894498 0.09 -0.06 -0.17 0.086
H 0.181677 -0.846480 -4.108026 -0.11 0.09 -0.16 0.087
H 0.248811 0.175066 -2.661677 -0.04 0.00 -0.02 0.077
C 3.278840 3.425307 -3.317024 -0.23 0.06 0.15 -0.020
C 2.467284 2.529490 -4.221061 -0.14 -0.02 0.01 -0.498
O 1.272798 2.408684 -4.080055 0.05 0.01 -0.01 0.065
C 3.210122 1.791157 -5.307232 -0.25 -0.11 -0.05 -0.021
H 2.620875 3.891201 -2.585432 0.01 -0.03 -0.03 0.085
H 4.031927 2.837572 -2.788297 0.12 0.07 -0.11 0.081
H 3.761675 4.208409 -3.904873 0.15 -0.10 0.01 0.073
H 3.960078 1.133053 -4.864853 0.13 0.12 -0.06 0.086
H 3.690225 2.503023 -5.980968 0.17 -0.05 0.08 0.084
H 2.507075 1.187402 -5.878569 0.01 0.03 0.03 0.081
C -7.970751 -2.428038 5.552757 -0.15 0.21 -0.12 -0.025
C -8.398020 -3.279832 4.383498 -0.14 0.07 -0.17 -0.514
O -9.142901 -2.851208 3.531526 0.04 -0.03 0.05 0.057
C -7.860019 -4.687617 4.318451 -0.13 -0.02 -0.24 -0.025
H -8.431606 -1.445187 5.469371 0.00 -0.04 -0.03 0.081
H -8.293349 -2.888928 6.487906 0.19 -0.05 0.03 0.084
H -6.885878 -2.308561 5.550327 0.01 -0.13 0.15 0.085
H -8.177771 -5.249525 5.198405 0.19 0.02 0.07 0.084
H -6.770184 -4.668164 4.261324 0.00 -0.06 0.18 0.085
H -8.248532 -5.180614 3.428963 0.00 0.04 0.02 0.081
```
Positions in Å, forces in eV/Å.

Computed properties:
2S+1 = 1
E_LUMO = -0.2983 eV
energy above the lowest of the compared OMol25 structures with the same formula, charge and spin = 0.0 kJ/mol
calculated total energy = -2551.094381 Ha